C12H32F2NO18S6V as an isolated structure in a non-equilibrium geometry. Source: the Open Molecules 2025 dataset; level of theory: the ωB97M-V functional and the def2-TZVPD basis.

Geometry (Å):
1 O -1.874029 3.103232 -0.740495
2 V -1.411529 1.645932 -1.013235
3 O -0.083049 1.670782 -1.839395
4 N -3.936979 0.859432 -2.940715
5 S -4.279879 1.700132 -4.448605
6 O -5.072819 2.928942 -4.297315
7 O -4.559039 0.841702 -5.551215
8 F -2.803819 2.289642 -4.653915
9 S -5.177819 -0.024608 -3.101995
10 O -5.040659 -1.181018 -3.970395
11 O -6.527229 0.530062 -2.905955
12 F -5.093719 -0.828658 -1.698895
13 O 5.052631 3.658632 -4.287615
14 S 4.533071 2.650532 -5.194395
15 O 5.151681 2.545002 -6.520305
16 O 4.452761 1.152852 -4.527555
17 C 5.523131 0.728202 -3.660255
18 C 4.913631 0.474282 -2.249745
19 C 2.702841 2.888032 -5.436305
20 H 6.016481 1.634152 -3.308155
21 H 6.254101 -0.018148 -3.971285
22 H 4.097131 -0.244678 -2.316985
23 H 4.367251 1.356112 -1.915145
24 H 5.585741 0.107362 -1.474025
25 H 2.212491 2.870752 -4.462985
26 H 2.453411 2.091572 -6.137395
27 H 2.389291 3.817532 -5.911525
28 O -3.561769 0.440062 1.886775
29 S -3.878299 0.287962 3.340755
30 O -2.999619 0.817752 4.339185
31 O -5.421299 0.957152 3.633755
32 C -6.419999 0.906232 2.562025
33 C -7.215839 2.239292 2.435845
34 C -4.255729 -1.516458 3.789445
35 H -7.270839 0.243942 2.721885
36 H -5.873179 0.759152 1.630655
37 H -6.585909 3.122972 2.537845
38 H -7.994759 2.216732 3.197995
39 H -7.776179 2.127642 1.507595
40 H -3.398529 -2.159278 3.589235
41 H -5.085889 -1.818008 3.150685
42 H -4.558289 -1.525568 4.836575
43 O 1.454851 1.243962 2.019355
44 S 2.665411 0.955062 2.784745
45 O 3.082771 -0.401918 2.968025
46 O 3.876101 1.886002 2.094115
47 C 4.950911 2.383662 2.836035
48 C 5.829741 1.185212 3.344995
49 C 2.426971 1.768942 4.449745
50 H 4.558851 3.155192 3.498705
51 H 5.294521 2.958692 1.976165
52 H 6.231031 0.678642 2.467245
53 H 5.190381 0.519412 3.924685
54 H 6.556641 1.592092 4.047965
55 H 3.236071 1.563992 5.150785
56 H 1.516261 1.500822 4.985315
57 H 2.269311 2.832712 4.271875
58 O -0.290349 -2.304818 -0.382705
59 S 0.214661 -3.633418 -0.721505
60 O 1.609971 -3.880528 -1.171235
61 O -0.232509 -4.582018 0.529215
62 C 0.606061 -4.656538 1.705955
63 C 0.984151 -6.106068 1.787545
64 C -0.953379 -4.232458 -2.046275
65 H 0.185811 -4.332388 2.658005
66 H 1.566621 -4.177658 1.515905
67 H 0.196601 -6.707558 1.333565
68 H 0.956451 -6.315728 2.856835
69 H 1.933491 -6.302508 1.289325
70 H -1.900399 -3.863588 -1.652315
71 H -0.772249 -5.304338 -2.126095
72 H -0.793739 -3.770178 -3.020395

Atoms 1-2, force components in eV/Å:
O 0.73 -0.81 -0.28
V -0.41 -0.06 -0.82

Computed properties:
* net charge: 0
* Kohn-Sham gap: 5.38 eV
* LUMO energy: -4.223 eV
* highest occupied orbital energy: -9.606 eV

***

C18H21CoGeN3O4PS2 as an isolated structure. Source: the Open Molecules 2025 dataset; level of theory: the ωB97M-V functional and the def2-TZVPD basis.

Geometry (Å):
1 Co 0.125312 -0.188346 0.636671
2 C 2.814683 -3.353715 3.998025
3 C 1.948661 -2.329431 4.685218
4 O 2.060206 -1.073585 3.963759
5 P 0.768790 -0.361718 3.389514
6 S 1.342367 1.162258 2.289847
7 S -0.381170 -1.626573 2.329043
8 O -0.115527 0.029056 4.648125
9 C 0.346003 1.067624 5.554348
10 C -0.562349 2.265521 5.442101
11 H 2.798370 -4.290756 4.556906
12 H 3.845679 -3.006904 3.935461
13 H 2.452483 -3.548342 2.988570
14 H 2.272401 -2.130410 5.706186
15 H 0.904347 -2.647071 4.717700
16 H 1.381167 1.326884 5.324597
17 H 0.319295 0.626263 6.549448
18 H -0.546424 2.659281 4.426324
19 H -0.226371 3.049850 6.122830
20 H -1.586823 1.997857 5.699699
21 Ge -1.134708 0.205506 -2.236587
22 C 0.330630 0.615946 -3.374655
23 C 1.284446 -0.376929 -3.605191
24 C 2.389220 -0.113942 -4.404342
25 C 2.545291 1.141260 -4.972079
26 C 1.604748 2.138004 -4.744742
27 C 0.499582 1.877539 -3.949194
28 C -2.881971 0.831689 -2.641088
29 C -3.154904 2.156930 -2.989757
30 C -4.448001 2.544577 -3.302349
31 C -5.477729 1.612784 -3.275998
32 C -5.219629 0.295722 -2.931456
33 C -3.924981 -0.094497 -2.612237
34 H -1.152035 -1.261252 -1.796341
35 H 1.181245 -1.355720 -3.150817
36 H 3.128610 -0.885714 -4.573359
37 H 3.408010 1.348257 -5.592411
38 H 1.734259 3.118102 -5.185130
39 H -0.222227 2.666304 -3.777535
40 H -2.366509 2.899304 -3.002771
41 H -4.654591 3.574176 -3.564388
42 H -6.486719 1.918560 -3.521541
43 H -6.024440 -0.427322 -2.904856
44 H -3.735351 -1.123662 -2.330508
45 O -1.438656 0.607681 0.397188
46 O -0.604101 1.089389 -0.667862
47 N 4.011201 -4.955439 -0.335411
48 C 3.635751 -3.886996 -0.565667
49 N 3.275630 -2.661111 -0.901651
50 C 2.371717 -1.945340 -0.416027
51 N 1.565113 -1.181548 -0.035613

Atoms 1-2, force components in eV/Å:
Co 0.24 -0.02 0.74
C 0.02 -0.07 -0.01

Computed properties:
* net charge: 0
* Kohn-Sham gap (spin up / spin down): 6.82 / 7.60 eV
* LUMO energy (spin up / spin down): -2.005 / -1.269 eV
* <S²>: 2.090
* highest occupied orbital energy (spin up / spin down): -8.830 / -8.874 eV
* multiplicity: 3

***

Q: What is the net charge in the second record?
A: 0

***

Q: Number 1 is which compound?
A: C12H32F2NO18S6V

***

Q: Number 2 is which compound?
A: C18H21CoGeN3O4PS2